# C54H134N10O2

A 10-piece molecular cluster, C54H134N10O2 overall (the ωB97M-V functional and the def2-TZVPD basis, OMol25).

The geometry in ORCA input format:
```
! RIJCOSX wB97M-V def2-TZVPD def2/J DEFGRID3
* xyz 0 1
C -4.6780 -12.0622 28.2489
C -6.1372 -12.4117 28.7379
N -6.7140 -11.2730 29.5156
C -7.4691 -11.8291 30.5887
C -6.5450 -11.9313 31.8316
C -7.4051 -10.3419 28.6598
C -7.5798 -8.9524 29.3596
H -4.5242 -11.2681 27.5182
H -4.0878 -12.9569 28.0506
H -4.0588 -11.7630 29.0945
H -6.7106 -12.4408 27.8114
H -6.2557 -13.3519 29.2766
H -8.2934 -11.1543 30.8192
H -7.9907 -12.7790 30.4716
H -7.2108 -12.1850 32.6565
H -5.6932 -12.6108 31.8020
H -6.1423 -10.9580 32.1121
H -8.3539 -10.7947 28.3722
H -6.8022 -10.1972 27.7633
H -6.5979 -8.5327 29.5781
H -8.0932 -9.0664 30.3144
H -8.1003 -8.1447 28.8450
C -14.3059 -15.5814 26.7981
C -12.8403 -15.6573 27.0039
N -12.3211 -15.4499 28.4414
C -13.1288 -16.0775 29.4848
C -13.2893 -17.5882 29.2515
C -10.8897 -15.6739 28.6665
C -10.3848 -14.7386 29.7358
H -14.6772 -15.8405 25.8066
H -14.4212 -14.4979 26.7667
H -15.0698 -15.9583 27.4782
H -12.5230 -16.6082 26.5757
H -12.2992 -14.9011 26.4351
H -12.8054 -15.9409 30.5167
H -14.0627 -15.5163 29.4549
H -12.2848 -18.0094 29.2924
H -13.9214 -18.0286 30.0226
H -13.7322 -17.8189 28.2826
H -10.2180 -15.4102 27.8495
H -10.5086 -16.6446 28.9839
H -9.3064 -14.5797 29.7334
H -10.6865 -15.0749 30.7278
H -10.7166 -13.7014 29.7818
C -6.8759 -8.4867 33.9744
C -7.3530 -7.0672 34.1765
N -7.1625 -5.9349 33.0392
C -7.4473 -4.6026 33.6256
C -6.7253 -3.4379 32.7900
C -7.3038 -6.2072 31.6287
C -8.7657 -6.0975 31.2649
H -7.2666 -8.8646 33.0296
H -7.0560 -9.0845 34.8679
H -5.8111 -8.3968 33.7595
H -8.4050 -7.0917 34.4609
H -6.8927 -6.6048 35.0497
H -8.5154 -4.4088 33.7239
H -6.9532 -4.5915 34.5971
H -7.1881 -3.3347 31.8085
H -6.8009 -2.4603 33.2661
H -5.6616 -3.6052 32.6207
H -6.9959 -7.2497 31.5481
H -6.7818 -5.4679 31.0212
H -9.3112 -6.8916 31.7748
H -9.0144 -6.3084 30.2249
H -9.2091 -5.1766 31.6439
C -9.6808 -12.2691 25.9522
C -10.7379 -12.1086 24.9719
N -10.3246 -12.4202 23.5849
C -9.9670 -13.7617 23.2829
C -8.5542 -13.6855 22.8515
C -11.2658 -11.8694 22.6301
C -11.2107 -10.3451 22.3850
H -9.0815 -13.1632 25.7797
H -10.1136 -12.4838 26.9293
H -9.2293 -11.2933 26.1309
H -11.5696 -12.7397 25.2852
H -11.1183 -11.0877 24.9397
H -10.5929 -14.4069 22.6665
H -9.9291 -14.3078 24.2254
H -7.9497 -14.5448 23.1416
H -7.9962 -12.7522 22.9266
H -8.6607 -13.8751 21.7835
H -11.1109 -12.3708 21.6748
H -12.2730 -12.2046 22.8779
H -11.6376 -10.0093 21.4399
H -11.6600 -9.8151 23.2248
H -10.1996 -9.9608 22.5198
C -11.8791 -8.5403 30.0242
C -12.0850 -9.6333 28.9128
N -13.4358 -10.1996 28.8591
C -13.7593 -10.9223 30.1419
C -12.8745 -12.1486 30.4720
C -13.5256 -11.0439 27.6108
C -15.0793 -11.3390 27.4456
H -12.0139 -8.9744 31.0150
H -12.5554 -7.7113 29.8157
H -10.8267 -8.2934 29.8845
H -11.9884 -9.1205 27.9558
H -11.2973 -10.3867 28.9173
H -13.8653 -10.2648 31.0048
H -14.7856 -11.2653 30.0107
H -13.1018 -12.4939 31.4806
H -13.0970 -12.8801 29.6952
H -11.8152 -11.8951 30.4311
H -12.8145 -11.8648 27.7038
H -13.2093 -10.4922 26.7255
H -15.4369 -12.0292 28.2097
H -15.3975 -11.7349 26.4811
H -15.6633 -10.4321 27.6021
C -15.2380 -17.7889 22.6521
C -16.1147 -16.5269 22.5351
N -15.5634 -15.3609 23.1916
C -14.1195 -15.1523 23.0497
C -13.7064 -14.6164 21.6194
C -16.4747 -14.1859 23.0873
C -16.1848 -13.0223 23.9032
H -14.3039 -17.5092 22.1652
H -15.6399 -18.6523 22.1219
H -14.9803 -18.1090 23.6617
H -16.3565 -16.1920 21.5264
H -17.0735 -16.7603 22.9981
H -13.8671 -14.3842 23.7808
H -13.5817 -16.0220 23.4271
H -12.6583 -14.4020 21.8282
H -13.6645 -15.3195 20.7875
H -14.1826 -13.6633 21.3895
H -17.4808 -14.4691 23.3966
H -16.5180 -13.9618 22.0214
H -16.0857 -13.3844 24.9265
H -16.9361 -12.2405 23.7924
H -15.3156 -12.4703 23.5456
C -19.6305 -5.4470 26.7524
C -19.0990 -6.2267 27.9136
N -19.3536 -7.6633 27.6341
C -18.3874 -8.5850 28.1452
C -18.3785 -8.7235 29.6851
C -20.7650 -8.1090 28.0140
C -21.0579 -9.3453 27.1630
H -19.3286 -4.4178 26.9470
H -20.7195 -5.4280 26.7106
H -19.1867 -5.7464 25.8030
H -18.0224 -6.0673 27.8521
H -19.3736 -5.9110 28.9201
H -18.3784 -9.5640 27.6662
H -17.4516 -8.1586 27.7840
H -19.2932 -8.9040 30.2497
H -17.9011 -9.6319 30.0525
H -18.0167 -7.8313 30.1961
H -21.5410 -7.3762 27.7931
H -20.9796 -8.3340 29.0587
H -20.7173 -10.3094 27.5408
H -20.7752 -9.4166 26.1127
H -22.1318 -9.5308 27.1397
C -10.3345 -10.0115 33.0070
C -10.8026 -10.2596 34.4925
N -12.2562 -10.2708 34.6876
C -13.1464 -9.1704 34.1737
C -12.7160 -7.7864 34.7260
C -12.7849 -11.6200 34.3813
C -14.0840 -11.9263 35.0656
H -9.2616 -10.2037 33.0128
H -10.5251 -8.9871 32.6871
H -10.8069 -10.6348 32.2477
H -10.3035 -11.0995 34.9758
H -10.4319 -9.3518 34.9685
H -14.1764 -9.3568 34.4775
H -12.8458 -9.2388 33.1282
H -13.4649 -7.0354 34.4748
H -11.9442 -7.4837 34.0183
H -12.5214 -7.7554 35.7980
H -12.8976 -11.6881 33.2992
H -12.0608 -12.4047 34.6004
H -14.3938 -12.9678 35.1519
H -13.8291 -11.8618 36.1235
H -14.9020 -11.2568 34.7997
C -18.6336 -12.3134 30.0241
N -17.4947 -12.8528 30.7310
C -17.0007 -14.0322 30.1336
C -17.1265 -12.4772 31.9662
O -16.2075 -12.9249 32.6609
H -19.1841 -11.5496 30.5733
H -19.3144 -13.1392 29.8176
H -18.1970 -11.8263 29.1521
H -16.2717 -14.5797 30.7311
H -17.8249 -14.7293 29.9825
H -16.6564 -13.7110 29.1506
H -17.8823 -11.7691 32.3397
C -15.5359 -5.0553 29.2579
N -15.5563 -5.7207 30.6558
C -15.7727 -4.7682 31.7995
C -15.3492 -7.0218 30.9195
O -15.4842 -7.6111 32.0179
H -16.5082 -4.6110 29.0449
H -15.3210 -5.8801 28.5785
H -14.7356 -4.3184 29.1898
H -15.7202 -5.2873 32.7565
H -14.9778 -4.0272 31.7141
H -16.6560 -4.1504 31.6380
H -15.4278 -7.6543 30.0217
*
```

The value obtained for the maximum force is 3.66 eV/Å. As for the SMILES: CCN(CC)CC.CCN(CC)CC.CCN(CC)CC.CCN(CC)CC.CCN(CC)CC.CCN(CC)CC.CCN(CC)CC.CCN(CC)CC.CN(C)C=O.CN(C)C=O. For the HOMO-LUMO gap, the calculation gives 7.76 eV. The relative energy (zero: lowest compared OMol25 entry of this formula, charge and spin) comes out at 187.7 kcal per mole.